The following is a quantum chemistry calculation of a structure of composition C24H15F5NPSe2V, from the Open Molecules 2025 dataset.

Output
**Spin multiplicity**: 3
**Expectation value of S²**: 2.063
**Kohn-Sham gap (alpha / beta)**: 6.8 / 7.0 eV
**Charge**: -1

CARTESIAN COORDINATES (ANGSTROEM)
V  1.7767  -0.5060  -0.0421
Se  1.2821  1.4520  1.6532
P  -0.5484  0.2894  1.7337
Se  -0.0751  -1.7893  1.5055
C  -1.5000  0.6330  3.2492
C  -2.4143  -0.3031  3.7193
C  -3.1778  -0.0227  4.8423
C  -3.0284  1.1905  5.4999
C  -2.1104  2.1227  5.0361
C  -1.3460  1.8451  3.9125
C  -1.6649  0.8355  0.3956
C  -2.5145  -0.0721  -0.2248
C  -3.3630  0.3498  -1.2389
C  -3.3629  1.6760  -1.6398
C  -2.5120  2.5851  -1.0240
C  -1.6657  2.1679  -0.0101
H  -2.5096  -1.2566  3.2129
H  -3.8851  -0.7558  5.2090
H  -3.6220  1.4059  6.3795
H  -1.9844  3.0651  5.5539
H  -0.6159  2.5604  3.5536
H  -2.4753  -1.1166  0.0609
H  -4.0067  -0.3686  -1.7311
H  -4.0057  1.9986  -2.4493
H  -2.4868  3.6154  -1.3550
H  -0.9682  2.8647  0.4374
N  1.6573  0.1660  -1.5974
C  1.0318  0.6022  -2.7328
C  -0.1936  0.0496  -3.1472
C  -0.8443  0.5213  -4.2733
C  -0.2978  1.5528  -5.0302
C  0.9164  2.1030  -4.6372
C  1.5740  1.6390  -3.5090
H  -0.6178  -0.7541  -2.5576
H  -1.7912  0.0792  -4.5636
H  -0.8081  1.9193  -5.9125
H  1.3580  2.9056  -5.2176
H  2.5176  2.0698  -3.1984
F  2.0309  -3.4691  -1.5631
C  3.1115  -3.2977  -0.7630
C  3.2252  -2.1633  0.0120
C  4.3634  -2.1140  0.7864
F  4.5854  -1.0436  1.5933
C  5.3354  -3.1001  0.8105
F  6.4278  -2.9988  1.5907
C  5.1729  -4.2163  0.0106
F  6.0962  -5.1923  0.0108
C  4.0476  -4.3184  -0.7875
F  3.8859  -5.4061  -1.5632

Forces on the atoms, in the same order (eV/Å):
0.226 -0.006 0.093
-0.105 -0.035 -0.006
0.214 0.166 -0.119
-0.001 -0.142 -0.128
0.006 0.034 -0.005
0.003 -0.022 0.003
-0.008 -0.016 -0.005
0.013 0.022 -0.001
-0.026 -0.017 0.014
-0.002 -0.006 -0.007
-0.002 0.059 0.035
-0.012 -0.046 -0.015
-0.008 -0.042 0.029
0.025 0.053 0.017
-0.034 -0.038 -0.052
0.034 -0.022 -0.015
-0.005 0.005 0.003
0.000 -0.001 -0.001
0.001 0.001 0.002
0.001 0.002 -0.002
0.005 -0.002 0.001
-0.024 0.021 0.003
-0.003 0.004 -0.003
-0.001 0.003 0.002
-0.001 0.003 0.003
-0.002 -0.007 0.020
-0.057 -0.250 0.101
-0.037 0.037 0.162
-0.019 0.005 -0.062
0.028 0.000 0.018
-0.029 0.007 -0.023
0.027 -0.010 0.024
-0.012 0.024 -0.061
0.011 0.001 0.013
-0.002 0.005 -0.007
-0.001 -0.001 0.000
-0.005 0.004 -0.002
-0.002 -0.003 0.007
0.025 0.019 0.031
-0.051 -0.049 -0.045
-0.165 0.217 -0.059
0.036 0.012 0.042
-0.015 -0.003 -0.015
0.005 -0.021 0.006
-0.013 -0.007 -0.020
-0.021 0.028 0.002
-0.008 0.008 0.000
-0.005 0.002 0.012
0.016 0.004 0.009